1.
{"formula": "C6H10ClN6O3S", "method": "the ωB97M-V functional and the def2-TZVPD basis", "elements": ["C", "C", "O", "O", "C", "O", "C", "N", "Cl", "C", "N", "C", "N", "N", "S", "N", "N", "H", "H", "H", "H", "H", "H", "H", "H", "H", "H"], "coordinates": [[4.262, 0.031, 1.813], [3.509, 0.680, 0.467], [2.819, 1.824, 0.496], [3.709, -0.069, -0.781], [2.662, 0.287, -1.798], [3.079, 1.121, -2.753], [1.219, -0.455, -1.667], [0.002, 0.431, -1.554], [-0.066, 1.833, -2.558], [-1.016, 0.030, -0.698], [-1.081, -1.204, 0.222], [-2.379, -1.348, 0.985], [-2.881, -2.400, 1.959], [-3.085, -0.083, 0.450], [-4.690, 0.052, 1.119], [-2.373, 0.717, -0.458], [-2.907, 1.858, -1.020], [3.603, -0.878, 2.156], [4.378, 0.881, 2.608], [5.317, -0.390, 1.444], [1.068, -1.084, -2.671], [1.325, -1.267, -0.816], [-2.299, -2.295, 2.837], [-2.605, -3.341, 1.551], [-5.619, 0.238, 0.056], [-3.761, 2.208, -0.540], [-2.186, 2.623, -0.850]], "nbo_charge": [-0.713, 0.781, -0.583, -0.551, 0.775, -0.459, -0.344, -0.436, 0.278, 0.581, -0.513, 0.576, -0.802, -0.360, 0.261, -0.041, -0.610, 0.251, 0.271, 0.262, 0.269, 0.297, 0.419, 0.423, 0.164, 0.406, 0.397], "homo_lumo_gap_ev": 8.42, "lumo_energy_ha": -0.14930, "charge": 1}

---

2.
{"formula": "C6H10ClNO2S", "method": "the ωB97M-V functional and the def2-TZVPD basis", "elements": ["C", "C", "C", "C", "C", "C", "N", "O", "O", "S", "Cl", "H", "H", "H", "H", "H", "H", "H", "H", "H", "H"], "coordinates": [[0.293, -1.808, -0.297], [-0.972, -1.247, 0.221], [1.630, -0.946, 0.139], [-1.349, -0.014, -0.543], [1.073, 1.489, 0.557], [1.797, 0.511, -0.369], [-2.177, 0.758, 0.007], [-2.534, 1.882, -0.699], [-2.651, 0.685, 1.126], [0.436, 2.891, 0.022], [3.504, 1.020, 0.115], [0.625, -2.734, 0.266], [0.304, -1.788, -1.343], [-1.635, -2.068, -0.055], [-0.870, -0.880, 1.276], [1.499, -0.955, 1.224], [2.464, -1.449, -0.394], [-0.981, 0.221, -1.465], [0.805, 1.156, 1.631], [1.691, 0.749, -1.351], [-2.953, 2.525, -0.069]], "nbo_charge": [-0.375, -0.468, -0.420, -0.057, -0.301, -0.225, 0.392, -0.547, -0.515, 0.071, -0.065, 0.225, 0.201, 0.239, 0.241, 0.218, 0.232, 0.210, 0.219, 0.225, 0.501], "homo_lumo_gap_ev": 8.39, "de_lowest_kcal_mol": 83.5, "lumo_energy_ha": -0.01891}

---

3.
{"formula": "C6H10F2KNO10S2", "method": "the ωB97M-V functional and the def2-TZVPD basis", "elements": ["K", "N", "S", "O", "O", "F", "S", "O", "O", "F", "C", "C", "O", "C", "O", "O", "H", "H", "H", "H", "C", "O", "C", "O", "O", "C", "H", "H", "H", "H", "H", "H"], "coordinates": [[-0.081, 1.072, -1.859], [-0.418, -1.008, -3.718], [0.783, -1.574, -4.308], [0.668, -2.641, -5.284], [1.927, -1.746, -3.418], [1.191, -0.240, -5.105], [-1.139, -2.494, -3.257], [-0.536, -3.203, -2.119], [-2.019, -3.169, -4.209], [-2.227, -1.714, -2.349], [2.558, 3.561, 3.203], [3.672, 3.294, 2.286], [2.993, 3.030, 1.056], [1.707, 2.686, 1.313], [0.894, 2.176, 0.506], [1.418, 3.060, 2.538], [2.554, 4.639, 3.367], [2.649, 3.043, 4.157], [4.233, 2.383, 2.497], [4.149, 4.266, 2.162], [-4.072, 0.064, 0.848], [-3.314, -1.111, 1.205], [-2.059, -1.261, 0.823], [-1.372, -0.432, 0.193], [-1.613, -2.416, 1.286], [-0.241, -2.775, 1.360], [-4.182, 0.008, -0.235], [-3.478, 0.949, 1.078], [-4.942, 0.159, 1.497], [0.036, -3.663, 0.791], [-0.121, -3.058, 2.405], [0.383, -1.884, 1.290]], "nbo_charge": [0.983, -0.940, 2.398, -0.651, -0.603, -0.464, 2.291, -0.785, -0.743, -0.497, -0.105, -0.106, -0.482, 1.002, -0.689, -0.454, 0.200, 0.214, 0.207, 0.219, -0.257, -0.480, 1.021, -0.754, -0.484, -0.264, 0.195, 0.192, 0.223, 0.212, 0.201, 0.199], "multiplicity": 2, "homo_lumo_gap_ev": [9.38, 4.38], "lumo_energy_ha": [-0.15607, -0.33981], "charge": 1}

---

4.
{"formula": "C6H10FN3O", "method": "the ωB97M-V functional and the def2-TZVPD basis", "elements": ["C", "C", "C", "C", "C", "C", "N", "N", "N", "O", "F", "H", "H", "H", "H", "H", "H", "H", "H", "H", "H"], "coordinates": [[-1.562, 1.214, 0.803], [-2.020, -0.064, 0.575], [2.256, -0.449, 0.492], [-1.301, -0.552, -0.526], [-1.387, -1.893, -1.164], [0.187, 2.610, -0.284], [-0.459, 0.389, -0.933], [-0.623, 1.437, -0.136], [3.039, -1.079, 1.354], [1.803, -1.333, -0.431], [-2.975, -0.711, 1.264], [-1.838, 1.939, 1.540], [-0.796, -2.616, -0.598], [-1.003, -1.848, -2.180], [-2.419, -2.238, -1.178], [-0.441, 3.501, -0.314], [0.895, 2.688, 0.542], [0.740, 2.519, -1.216], [1.183, -0.862, -1.010], [3.479, -0.573, 2.103], [3.242, -2.077, 1.295]], "nbo_charge": [-0.115, 0.283, 0.252, 0.071, -0.648, -0.405, -0.295, -0.136, -0.815, -0.734, -0.312, 0.223, 0.231, 0.229, 0.229, 0.202, 0.218, 0.235, 0.517, 0.397, 0.374], "homo_lumo_gap_ev": 9.49, "lumo_energy_ha": 0.03809}

---

5.
{"formula": "C6H10FP2S2", "method": "the ωB97M-V functional and the def2-TZVPD basis", "elements": ["S", "P", "P", "S", "H", "H", "H", "H", "H", "F", "C", "C", "C", "C", "C", "C", "H", "H", "H", "H", "H"], "coordinates": [[-5.019, -1.937, 0.162], [-3.298, -2.070, -0.617], [-1.852, -2.921, 0.897], [-1.681, -1.650, 2.499], [-3.017, -2.932, -1.697], [-2.511, -0.939, -0.923], [-0.584, -3.280, 0.407], [-2.432, -4.101, 1.378], [-0.889, -0.848, 1.744], [-0.526, 0.421, 0.242], [0.652, 1.085, -0.046], [0.581, 2.189, -0.864], [1.769, 2.850, -1.149], [2.971, 2.401, -0.619], [2.996, 1.284, 0.204], [1.820, 0.606, 0.503], [-0.370, 2.520, -1.258], [1.750, 3.723, -1.788], [3.889, 2.924, -0.845], [3.931, 0.936, 0.622], [1.819, -0.262, 1.148]], "nbo_charge": [-0.346, 0.571, 0.466, -0.106, 0.017, 0.023, 0.068, 0.089, 0.201, -0.378, 0.376, -0.282, -0.170, -0.210, -0.174, -0.297, 0.238, 0.232, 0.232, 0.230, 0.220], "homo_lumo_gap_ev": 8.19, "lumo_energy_ha": -0.15132, "charge": 1}

---

6.
{"formula": "C6H10HgO6", "method": "the ωB97M-V functional and the def2-TZVPD basis", "elements": ["O", "C", "O", "C", "C", "C", "C", "O", "C", "O", "O", "H", "H", "H", "H", "H", "H", "H", "H", "H", "Hg", "O", "H"], "coordinates": [[2.020, 0.156, 0.918], [0.992, 0.343, 1.533], [-0.013, 1.136, 1.182], [-0.217, 1.490, -0.210], [-1.611, 1.099, -0.653], [-1.949, -0.390, -0.558], [-0.911, -1.340, -1.116], [-0.655, -1.012, -2.488], [0.299, -1.696, -3.091], [0.966, -2.573, -2.595], [0.404, -1.272, -4.345], [0.568, 0.999, -0.793], [-0.079, 2.576, -0.263], [-1.701, 1.446, -1.692], [-2.351, 1.668, -0.071], [-2.913, -0.562, -1.059], [-2.095, -0.675, 0.494], [-1.272, -2.376, -1.062], [0.039, -1.286, -0.568], [1.064, -1.805, -4.807], [-0.831, 1.479, 3.777], [1.133, 0.484, 2.851], [2.177, 0.417, 2.920]], "nbo_charge": [-0.554, 0.962, -0.549, -0.082, -0.433, -0.424, -0.074, -0.512, 0.978, -0.633, -0.663, 0.229, 0.216, 0.250, 0.213, 0.240, 0.200, 0.215, 0.182, 0.511, 0.929, -0.773, 0.572], "multiplicity": 2, "homo_lumo_gap_ev": [9.13, 4.83], "de_lowest_kcal_mol": 5.2, "lumo_energy_ha": [-0.15069, -0.30871], "charge": 1}